No. 1
Density functional theory data (ωB97M-V with the def2-TZVPD basis set) for C33H53N2O2P2W as an isolated structure at a distorted geometry.

Geometry as XYZ:
```
93
Properties=species:S:1:pos:R:3:forces:R:3:lowdin_spin:R:1
W 0.6763 -0.0726 -0.4695 0.82 0.78 -2.35 0.399
P 1.8233 -0.5883 1.6514 0.68 0.59 1.52 0.009
P -0.9073 1.2532 -1.9248 -1.19 0.46 0.22 0.026
O -1.5590 -2.2145 0.1857 3.86 4.57 -1.36 0.018
O -2.7787 1.3059 2.3665 0.50 0.36 0.28 0.001
N 1.8347 -0.5817 -1.8582 0.21 -1.13 0.10 0.039
N 1.2182 1.8996 -0.0797 0.52 1.47 0.92 0.056
C 3.6307 -2.5010 0.7183 0.06 -0.19 -0.06 0.003
C -4.1172 0.8374 2.1944 -0.36 0.01 -0.21 0.000
C 1.8324 -1.2948 4.4811 0.21 0.14 0.04 -0.001
C 1.8590 2.2367 1.0824 0.16 -0.02 0.85 0.043
C -4.1095 -0.5401 1.5752 0.00 -0.30 0.24 0.000
C -0.3524 -0.8860 3.3058 -0.14 0.08 -0.05 -0.001
C -0.7721 -1.3490 -0.0529 -4.81 -6.11 1.47 0.013
C 4.8980 -0.5935 -5.5126 0.29 1.08 -0.67 0.002
C -1.3717 0.2245 -3.6166 0.15 0.18 -0.45 0.010
C 4.3628 1.7705 -5.2278 -0.82 -0.29 0.89 0.003
C 5.1300 0.7626 -5.8348 0.29 -1.17 -0.18 -0.006
C -2.1871 3.5492 -2.7233 -0.23 0.20 -0.27 0.027
C -0.5265 0.8098 -4.7460 0.23 0.20 -0.21 0.001
C 1.9432 1.1934 2.1881 0.30 -0.01 0.67 0.010
C -2.2459 2.5507 -1.5161 -0.60 -0.39 0.41 0.032
C -1.0561 -1.2773 -3.5093 0.26 -0.06 0.56 0.001
C 1.0565 -1.4789 3.1624 -0.17 -0.14 -0.15 -0.003
C 2.3480 3.5311 1.3151 -0.20 -0.43 -0.37 0.086
C 2.4169 4.4350 0.2483 0.19 -1.07 0.70 0.011
C -1.8084 3.2096 -0.1841 0.34 0.34 0.24 0.025
C 1.8960 4.0636 -0.9630 -0.55 -0.14 -0.69 0.090
C 3.4088 1.4448 -4.2293 0.29 -0.03 -0.04 0.005
C 0.9623 -2.9865 2.8859 0.03 -0.16 -0.11 0.000
C 2.6696 -0.8261 -2.7589 -1.91 4.77 -0.15 0.429
C 3.6208 -1.0974 1.3428 0.09 -0.09 -0.21 0.004
C -2.8718 0.3367 -3.9288 -0.19 0.27 0.27 0.000
C 3.2287 0.0449 -3.8383 0.46 -1.21 0.50 0.047
C 3.9538 -0.8898 -4.5597 1.05 -1.44 -0.79 0.021
C 4.4746 -1.0652 2.6247 -0.03 -0.07 0.13 0.001
C 1.1060 2.9150 -1.0508 -0.12 -0.54 0.62 0.014
C -3.6105 1.9409 -1.2760 -0.61 0.04 0.11 0.009
C 0.0199 2.8186 -1.9658 4.11 -3.36 -2.47 0.510
C 4.2153 -0.0966 0.3442 0.13 0.14 -0.12 0.001
H -3.6292 -1.2731 2.2330 -0.08 0.12 -0.02 0.000
H -1.7984 2.4875 0.6471 -0.49 0.28 -0.20 0.002
H 2.0618 -0.2473 4.7112 -0.04 -0.17 0.00 0.000
H 1.9511 -3.4503 2.7703 -0.38 0.14 0.11 0.000
H -0.3517 0.2013 3.4468 -0.08 -0.25 0.09 0.000
H -3.1485 3.6405 -3.2418 -0.02 0.05 0.43 0.004
H -0.8528 -1.3251 4.1829 0.17 0.09 -0.30 0.000
H 2.8843 5.3796 0.3780 0.35 0.69 0.08 -0.001
H -2.8112 2.0967 2.9337 -0.02 -0.45 -0.27 0.000
H 4.5568 2.8124 -5.5522 -0.47 -0.72 0.50 0.001
H 4.1101 0.9439 0.6794 0.17 -0.19 -0.05 0.000
H -0.9723 -1.1028 2.4283 0.01 0.03 0.26 -0.001
H -0.8126 3.6627 -0.1905 -0.29 -0.06 -0.11 0.008
H 3.2849 -3.2779 1.4122 0.18 0.27 -0.29 0.000
H 0.0197 -1.4732 -3.4081 -0.31 0.01 -0.07 0.000
H 1.2029 -1.6838 5.2992 0.10 0.20 -0.35 0.000
H 1.9756 4.6796 -1.8502 -0.21 0.24 0.17 0.002
H 5.2900 -0.3060 0.2269 -0.34 0.08 0.06 0.000
H -1.4016 -1.7747 -4.4355 0.15 0.35 0.42 0.001
H -3.5895 -0.5774 0.6147 -0.08 0.14 -0.01 0.000
H -1.8795 4.5263 -2.3293 -0.28 -0.06 -0.24 0.006
H -0.7527 1.8619 -4.9653 0.04 -0.24 0.07 0.000
H -4.2431 2.7123 -0.8110 0.03 -0.28 -0.16 0.002
H -4.0958 1.6036 -2.1928 0.03 0.16 0.31 0.000
H -3.1921 1.3703 -4.1155 0.08 -0.31 0.09 0.000
H 0.5483 0.7033 -4.5441 -0.17 0.08 -0.02 0.000
H 4.6623 -2.7533 0.4277 -0.29 0.08 0.09 0.000
H 3.0067 -2.5406 -0.1874 0.17 -0.06 0.20 0.003
H 0.3304 2.8643 -3.0055 0.00 1.49 -0.16 0.016
H 2.7593 -1.8789 4.5115 -0.34 0.25 -0.03 0.000
H -1.5818 -1.7548 -2.6703 0.06 0.07 -0.24 0.000
H -3.4668 -0.1003 -3.1153 0.09 0.14 -0.29 0.000
H 5.5308 -1.1778 2.3329 -0.34 0.05 0.01 0.000
H 2.8558 1.2951 2.8147 -0.40 0.23 -0.58 0.000
H -1.4644 3.3220 -3.5308 -0.69 -0.03 0.46 0.003
H -5.1420 -0.8667 1.4141 0.18 0.02 -0.02 0.000
H -4.6535 1.5314 1.5288 -0.05 -0.11 0.31 0.000
H 5.4401 -1.4079 -5.9835 0.02 0.29 -0.05 0.000
H -2.4319 4.0880 0.0259 -0.38 -0.51 0.07 0.001
H 3.7517 -0.1955 -0.6403 0.26 0.11 0.26 0.001
H -4.6136 0.7939 3.1692 -0.08 0.09 -0.19 0.000
H 4.2465 -1.8907 3.3086 0.06 0.28 -0.26 0.000
H 2.8458 2.2825 -3.8066 0.13 -0.52 0.14 0.000
H 3.7814 -1.9403 -4.3068 0.26 0.25 -0.18 0.010
H 1.1236 1.3555 2.9120 0.16 0.07 -0.43 0.001
H 4.3909 -0.1119 3.1646 0.06 -0.28 -0.06 0.000
H 2.7128 3.8005 2.3026 0.02 -0.13 -0.20 0.003
H 0.3566 -3.2086 1.9995 0.10 -0.04 0.11 0.000
H -3.1134 -0.2443 -4.8371 0.38 0.20 0.31 0.000
H 0.4837 -3.4715 3.7513 0.08 0.19 -0.28 0.000
H 5.9164 1.0142 -6.5738 -0.65 -0.09 0.56 0.000
H -0.7252 0.2429 -5.6699 -0.03 0.15 0.29 0.000
H -3.5302 1.0976 -0.5781 -0.14 0.25 -0.13 0.000
```
Positions in Å, forces in eV/Å.

Charge: +3
Frontier orbital gap (alpha / beta): 5.713 / 6.176 eV
E_LUMO (alpha / beta): -11.26 / -11.01 eV
2S+1: 3
F_max: 7.92 eV/A

No. 2
Density functional theory data (ωB97M-V with the def2-TZVPD basis set) for C33H54As3Br3NORuS as an isolated structure.

Geometry as XYZ:
```
97
Properties=species:S:1:pos:R:3:forces:R:3:lowdin_spin:R:1
Ru 1.2239 1.2148 -0.8246 0.75 -0.20 -0.02 0.704
Br 2.5303 4.5479 -3.2206 0.00 0.04 0.05 0.000
Br 2.7963 -0.8687 -0.9808 -0.11 -0.17 -0.19 0.012
Br 3.4612 2.5933 -0.7471 -0.04 0.06 0.01 0.011
As -3.4812 2.0455 4.0440 0.02 -0.02 0.03 0.000
As 1.2598 0.6662 1.6270 -0.11 0.07 0.00 -0.005
As 0.0146 3.3006 -0.1570 -0.26 -0.10 -0.12 0.006
S -0.3822 1.8321 -5.1152 0.01 0.01 0.01 0.000
O -0.0201 -0.1409 -1.2896 -0.48 0.38 0.40 0.225
N 1.0054 1.5366 -2.9739 0.09 -0.07 -0.01 -0.003
C 1.2911 1.4360 -5.2938 0.00 -0.02 0.00 0.000
C 3.9459 0.7656 -5.1309 0.00 -0.01 0.00 0.000
C -1.7396 2.9878 3.8055 0.01 0.01 0.00 0.000
C 1.2878 -2.0334 -0.7416 0.01 0.06 0.04 0.012
C -0.7734 -6.3720 0.1891 0.00 0.01 0.01 0.000
C 3.3367 0.9216 -6.3831 0.00 0.01 0.00 0.000
C 1.8862 1.2954 -4.0365 0.05 0.10 0.02 0.000
C 1.4888 -3.3510 -0.4274 0.00 0.01 0.05 -0.002
C -0.8752 -3.5221 -0.2112 -0.01 0.00 -0.05 0.000
C 3.2386 0.9493 -3.9626 -0.06 -0.11 -0.04 0.000
C 0.3682 -4.1393 -0.1570 0.02 -0.01 0.02 0.010
C 2.8919 1.1968 2.5343 -0.01 0.05 0.01 -0.002
C 0.5472 -5.6013 0.2465 -0.01 0.00 0.00 0.001
C 3.9395 3.5794 -2.3931 0.03 0.08 0.04 -0.001
C 0.0393 -1.4154 -0.8307 0.14 -0.02 -0.14 0.013
C -1.0940 -2.1812 -0.5473 -0.02 -0.01 -0.05 0.011
C -2.5424 -1.6748 -0.5666 -0.01 0.01 0.00 0.001
C -0.1858 1.7947 -3.4287 -0.04 -0.11 -0.02 0.000
C -1.1901 3.1924 1.3734 0.06 0.02 0.05 0.000
C -1.2054 4.1237 -1.4213 -0.02 -0.04 0.03 0.004
C 1.1155 4.8522 0.2263 -0.02 -0.01 -0.02 0.000
C -2.8466 0.3003 4.6869 0.00 -0.01 -0.02 0.000
C 2.0050 1.2563 -6.4778 0.01 0.00 0.00 0.000
C -2.6950 -0.1840 -0.8899 -0.02 0.01 0.02 0.000
C -4.0043 1.4638 2.2430 -0.03 0.02 -0.01 0.000
C -3.3295 -2.4626 -1.6241 0.01 -0.02 0.01 0.000
C 0.5551 3.6075 3.1665 0.01 0.00 -0.02 0.000
C 1.5507 -6.2902 -0.6878 -0.01 0.00 -0.02 0.000
C -0.6438 2.7547 2.7395 0.01 0.00 -0.01 0.000
C -0.2388 1.2848 2.7220 -0.06 -0.07 -0.03 -0.001
C -3.1604 -1.9154 0.8204 0.01 0.01 0.01 0.000
C 1.0823 -5.6343 1.6862 0.01 0.00 -0.01 0.001
C 1.1530 -1.1809 2.2133 0.09 0.00 -0.04 0.001
H 1.2267 -6.6662 2.0092 0.00 0.00 0.00 0.000
H -0.5846 -7.4239 0.4021 0.00 0.00 0.00 0.000
H 2.0439 -5.1220 1.7648 0.00 0.00 0.00 0.000
H 2.5545 -5.8723 -0.6025 0.00 0.01 -0.01 0.000
H 2.0506 -1.7273 1.9354 -0.01 0.01 -0.01 0.000
H 3.2830 2.1381 2.1545 -0.01 0.01 0.03 0.000
H 0.3006 4.6682 3.1873 0.00 0.00 -0.01 0.000
H -2.0146 2.5482 1.0650 0.01 0.00 -0.01 0.000
H -4.1879 -1.5488 0.8366 0.00 0.00 0.00 0.000
H -1.7460 -4.1240 0.0027 0.00 0.01 0.01 0.000
H -4.3682 -2.1286 -1.6387 0.00 0.00 0.00 0.000
H -1.0770 0.6600 2.4003 0.01 0.02 -0.01 0.000
H 4.7121 4.2616 -2.0596 -0.02 0.03 0.01 0.000
H 2.4895 -3.7572 -0.3732 0.00 0.00 0.00 0.000
H 4.9902 0.4875 -5.0816 0.00 0.00 0.00 0.000
H 0.3815 -5.1580 2.3751 0.00 0.00 0.00 0.000
H 0.2794 -1.6790 1.7996 -0.02 0.00 0.02 0.000
H -1.0348 1.9298 -2.7802 -0.02 0.02 0.04 0.000
H -3.3274 -3.5330 -1.4193 -0.01 0.00 0.00 0.000
H -4.2829 2.3175 1.6252 0.01 0.00 0.00 0.000
H 4.3044 2.8318 -3.0839 0.03 0.07 0.03 0.000
H 1.0770 -1.1438 3.3002 0.02 -0.01 0.00 0.000
H 3.6319 0.4130 2.3766 0.01 0.01 -0.02 0.000
H -1.5865 4.2094 1.4503 -0.02 -0.01 0.00 0.000
H -2.6011 -1.3861 1.5982 0.00 -0.01 -0.01 0.000
H -3.7190 -0.2723 4.9994 0.00 0.00 0.00 0.000
H 3.7232 0.8087 -3.0086 -0.01 -0.07 0.02 0.000
H 2.7002 1.2984 3.6014 0.00 -0.03 0.00 0.000
H 1.9693 4.6253 0.8538 0.01 0.00 0.00 0.000
H 0.4706 5.5691 0.7339 0.01 0.01 0.00 0.000
H -4.8948 0.8473 2.3707 0.00 0.00 0.00 0.000
H 3.9171 0.7712 -7.2827 0.00 0.00 0.00 0.000
H -3.7477 0.0849 -0.7885 -0.01 0.00 -0.01 0.000
H -3.1838 -2.9711 1.0873 0.01 -0.01 0.00 0.000
H 0.8734 3.3268 4.1716 0.00 0.01 0.00 0.000
H 1.2344 -6.2184 -1.7298 0.00 -0.01 0.00 0.000
H -2.3819 0.0406 -1.9089 -0.01 -0.01 -0.01 0.000
H -1.4891 -6.0190 0.9338 0.00 0.01 0.00 0.000
H 1.4158 3.4761 2.5082 -0.01 0.01 0.00 0.000
H -1.2346 -6.3101 -0.7985 0.00 -0.01 0.00 0.000
H -1.5208 5.0677 -0.9769 0.00 0.00 -0.01 0.000
H -2.9063 -2.3084 -2.6183 0.00 0.00 0.00 0.000
H -3.2495 0.8642 1.7383 0.01 0.00 -0.01 0.000
H -2.2151 0.4449 5.5635 0.00 0.00 0.00 0.000
H 0.0218 0.9645 3.7346 -0.01 -0.01 0.00 0.000
H -0.7092 4.3232 -2.3680 0.01 -0.01 -0.01 0.000
H 1.6232 -7.3467 -0.4294 0.00 0.00 0.00 0.000
H 1.5248 1.3728 -7.4397 0.00 0.00 0.00 0.000
H -2.1192 0.4427 -0.2043 -0.02 0.00 0.00 0.000
H 1.4557 5.2743 -0.7149 0.01 0.01 -0.03 0.000
H -1.2786 2.8448 4.7887 -0.01 0.01 0.01 0.000
H -2.0861 3.5022 -1.5746 0.01 -0.02 -0.02 0.000
H -2.0098 4.0471 3.7719 0.01 0.00 -0.01 0.000
H -2.3051 -0.2777 3.9383 -0.01 0.00 0.01 0.000
```
Positions in Å, forces in eV/Å.

Charge: +2
Frontier orbital gap (alpha / beta): 6.659 / 5.619 eV
E_LUMO (alpha / beta): -6.18 / -7.22 eV
2S+1: 2
Relative energy (zero: lowest compared OMol25 entry of this formula, charge and spin): 6.13 kcal per mole
F_max: 0.77 eV/A